# 1
{
  "formula": "C27H24F8N4O2SYb",
  "method": "ωB97M-V with the def2-TZVPD basis set",
  "homo_lumo_gap_ha": 0.08920,
  "total_charge": 2,
  "species": ["C", "C", "O", "C", "O", "C", "C", "C", "C", "C", "C", "F", "F", "C", "F", "F", "F", "C", "C", "C", "C", "C", "C", "C", "C", "N", "C", "N", "C", "C", "C", "C", "F", "F", "F", "C", "C", "N", "C", "N", "C", "S", "H", "H", "H", "H", "H", "H", "H", "H", "H", "H", "H", "H", "H", "H", "H", "H", "H", "H", "H", "H", "H", "H", "H", "H", "Yb"],
  "positions_angstrom": [[0.6819, 1.7617, 1.8427], [0.7043, 1.1630, 3.2541], [0.7834, -0.2782, 3.1364], [0.1896, -0.9577, 4.1392], [0.1775, -0.5725, 5.2577], [-0.4512, -2.2579, 3.7444], [0.2901, -2.9768, 2.5915], [-0.6077, -3.4087, 1.3944], [-0.2240, -2.6891, 0.1079], [0.9235, -2.9974, -0.6609], [1.9358, -4.0467, -0.3044], [1.3246, -5.1588, 0.3723], [2.4113, -4.6112, -1.4324], [3.1737, -3.5345, 0.5484], [3.1833, -4.1213, 1.7280], [3.0689, -2.2299, 0.7132], [4.2761, -3.7832, -0.1172], [1.2335, -2.2878, -1.8247], [0.4189, -1.2458, -2.2225], [-0.7223, -0.9157, -1.4944], [-1.0565, -1.6488, -0.3428], [-2.3150, -1.2737, 0.3524], [-3.5519, -1.6466, -0.1677], [-4.6690, -1.2349, 0.5256], [-4.5587, -0.5022, 1.6993], [-3.3803, -0.1387, 2.1989], [-2.3082, -0.5185, 1.5101], [-1.5528, 0.1659, -1.8898], [-0.7722, 1.3520, -2.1369], [-1.1319, 2.5453, -1.5381], [-0.3751, 3.6853, -1.7724], [-0.7924, 4.9506, -1.0532], [0.1714, 5.3047, -0.1713], [-1.9036, 4.7742, -0.3429], [-0.9870, 5.9858, -1.8587], [0.7407, 3.6755, -2.6232], [1.6039, 4.8873, -2.8853], [2.9082, 4.7857, -2.1839], [1.1074, 2.4597, -3.2343], [2.2408, 2.3625, -4.0642], [0.3476, 1.3181, -2.9590], [0.7905, -0.2686, -3.6449], [1.5748, 2.3422, 1.6417], [-0.1682, 2.4300, 1.7434], [0.5764, 0.9658, 1.1110], [-0.2141, 1.4340, 3.7641], [1.5247, 1.5460, 3.8489], [-0.3747, -2.8743, 4.6337], [-1.5133, -2.1286, 3.5605], [1.0331, -2.2770, 2.2260], [0.8317, -3.8203, 3.0085], [-0.6122, -4.4991, 1.2866], [-1.6253, -3.1367, 1.6407], [2.1134, -2.4998, -2.4109], [-3.6323, -2.2117, -1.0837], [-5.6524, -1.4801, 0.1526], [-5.4587, -0.2064, 2.2137], [-1.3483, -0.1999, 1.8885], [-1.9887, -0.0787, -2.7821], [-1.9850, 2.5542, -0.8816], [1.1305, 5.7873, -2.5327], [1.8323, 4.9815, -3.9427], [2.8804, 5.3036, -1.3158], [3.1177, 3.8263, -1.9395], [2.4157, 3.2526, -4.5175], [2.0879, 1.7075, -4.8208], [0.1273, -6.5904, -0.6837]],
  "atomic_forces_ev_per_a": [[0.0332, -0.0260, 0.4567], [0.0133, 0.5208, -0.3676], [-0.5734, -0.0563, -0.5117], [0.2075, -0.0142, -0.3298], [-0.2510, 0.5766, 1.1899], [0.7456, -1.0042, -0.1915], [-0.2988, 0.1469, -0.0761], [0.3825, 0.6009, 0.2770], [-0.3162, -0.2756, -0.1343], [-0.5341, -0.5417, -0.0228], [0.3214, 2.0193, -0.4883], [0.5924, -0.1580, 0.7272], [-0.0538, -0.7950, -0.1027], [-0.4231, 0.2430, -0.0401], [0.1290, -0.3793, 0.3272], [-0.1049, 0.1429, 0.0450], [0.4290, -0.3310, -0.0683], [-0.1773, 0.1501, 0.0593], [0.0529, 0.4474, -0.2142], [-0.0207, -0.4685, 0.5475], [0.2737, 0.1778, -0.1721], [-0.3311, -0.3536, -0.2481], [0.2583, 0.3365, 0.4557], [-0.6264, -0.2572, -0.2839], [0.3655, -0.0941, -0.2726], [-0.1854, -0.0756, -0.1452], [0.4104, 0.1595, 0.2069], [0.1525, -0.0223, -0.5036], [0.2784, 0.6865, 0.0788], [0.1403, -0.2781, 0.0476], [0.0531, -0.0671, -0.3803], [0.5612, -0.3420, 0.3518], [0.1093, 0.0926, -0.0157], [-0.3671, -0.0404, 0.1116], [-0.1701, 0.2961, -0.3621], [-0.3294, -0.0647, -0.0256], [0.8722, -0.4681, 0.8297], [-0.2193, 0.0232, 0.0047], [-0.0909, -0.1521, -0.0057], [-0.7107, 0.3549, -0.2364], [-0.1164, -0.3857, 0.0554], [0.1369, -0.0202, -0.0131], [0.1751, -0.0507, -0.1742], [-0.0989, 0.0781, -0.0931], [0.0797, -0.0403, -0.1990], [-0.1096, -0.2429, 0.2464], [0.1930, -0.1444, 0.0861], [-0.1860, -0.0431, 0.1814], [-0.1046, 0.3029, -0.1366], [0.1670, -0.0130, -0.1800], [0.0351, -0.1893, -0.0243], [-0.0461, -0.2215, -0.0004], [-0.2492, -0.0890, -0.1261], [0.1673, -0.0678, 0.0189], [-0.0382, -0.0654, -0.1293], [-0.0960, -0.0194, 0.0020], [-0.0063, 0.1447, 0.2657], [0.1260, 0.1140, 0.1846], [-0.1867, -0.0631, 0.1374], [-0.1205, 0.0826, 0.0538], [-0.1859, 0.2620, -0.2742], [-0.3476, 0.1794, -0.2633], [-0.0349, 0.0288, 0.0143], [0.1099, -0.0386, -0.1119], [0.3659, 0.0334, 0.2083], [0.2010, -0.2069, 0.1213], [-0.4280, -0.0345, -0.3676]]
}

=====

# 2
{
  "formula": "C7H16NO2Si",
  "method": "ωB97M-V with the def2-TZVPD basis set",
  "smiles": "COC(=O)[C@H]1CC[NH2+]C[C@H]1[SiH3]",
  "homo_lumo_gap_ha": 0.40685,
  "e_above_lowest_kcal_mol": 0.0,
  "total_charge": 1,
  "species": ["C", "O", "C", "O", "C", "C", "C", "N", "C", "C", "Si", "H", "H", "H", "H", "H", "H", "H", "H", "H", "H", "H", "H", "H", "H", "H", "H"],
  "positions_angstrom": [[-3.5043, -1.1769, -0.3043], [-2.3703, -0.6408, 0.3584], [-1.1140, -0.9312, -0.0028], [-0.8180, -1.5004, -1.0527], [-0.1303, -0.3054, 0.9672], [1.0984, -1.2756, 1.1871], [1.8068, -1.3905, -0.1658], [2.4435, -0.0256, -0.3836], [1.3019, 0.7886, -0.9107], [0.4990, 1.1387, 0.2786], [-1.0444, 2.2112, 0.1043], [-3.8638, -2.0713, 0.2368], [-3.2839, -1.5185, -1.2494], [-4.0743, -0.3418, -0.5996], [-0.4855, -0.1984, 1.9669], [0.9093, -2.3383, 1.3553], [1.6406, -0.7878, 1.9034], [2.5880, -2.2882, -0.1028], [1.1637, -1.7087, -0.9125], [2.6799, 0.5017, 0.4834], [3.2836, -0.0919, -0.9639], [0.7852, 0.2208, -1.5489], [1.5611, 1.6128, -1.4068], [1.2959, 1.3617, 0.9550], [-1.8099, 2.0918, 1.3278], [-1.6296, 1.6664, -1.1651], [-0.6197, 3.5867, 0.0211]],
  "atomic_forces_ev_per_a": [[0.4694, -0.8608, 0.5319], [1.1423, -0.0888, 0.8752], [-0.8360, 0.0643, -1.3123], [-0.5353, 0.6137, 1.6456], [2.2663, -0.5112, -1.3185], [-2.2170, -0.8069, -3.9970], [4.3031, -1.7167, 3.6243], [-0.0678, -0.2006, -0.9705], [0.2297, -0.7684, 2.4786], [-1.7823, -2.8666, 1.8519], [0.4326, 0.0349, -0.4864], [-0.5002, 1.1316, 0.1004], [1.3175, -1.2064, -2.1864], [-1.6851, 0.7982, 0.8818], [-1.0141, 0.8184, 0.3083], [-0.7298, 0.3860, 1.0138], [1.9344, 0.5234, 2.0240], [-0.9676, 2.3953, -0.0800], [-1.1362, 0.3004, -1.6480], [0.3898, -1.2524, -0.4288], [-0.2788, 0.2221, -0.1819], [-1.8928, -2.3490, -2.6089], [1.8099, 3.3636, -1.8320], [-0.2936, 1.2782, 1.4227], [-0.3847, -0.2664, 0.2064], [-0.0797, 0.3148, 0.4503], [0.1060, 0.6492, -0.3647]]
}

=====

Number 1: LUMO -10.0 eV. Number 2: LUMO -3.1 eV.